Computed, not measured: C25H24BF2MnN8O as an isolated structure, with wB97M-V/def2-TZVPD.

The value obtained for the LUMO energy (alpha / beta) is -9.2055 / -10.7099 eV. Its total charge is +3. The spin multiplicity is 4. The calculation puts the gap between HOMO and LUMO (alpha / beta) at 6.812 / 5.975 eV. The value obtained for the HOMO energy (alpha / beta) is -16.02 / -16.69 eV.

```
62
Properties=species:S:1:pos:R:3:forces:R:3
Mn -0.6609 -2.0042 -1.1616 -0.854 -0.294 0.482
C -11.3683 -5.9019 6.1925 -0.141 0.031 -0.057
O -9.9512 -6.0511 6.4801 0.040 -0.002 0.004
C -9.0400 -5.6330 5.6679 -0.044 -0.006 0.012
C -9.2977 -4.9915 4.4208 0.031 -0.002 0.005
C -8.2455 -4.5955 3.6582 0.021 0.004 -0.008
C -6.9015 -4.8108 4.0843 -0.048 -0.024 0.046
C -6.6564 -5.4520 5.3256 0.006 0.016 -0.029
C -7.6920 -5.8561 6.1039 -0.004 0.005 -0.010
C -5.8421 -4.3566 3.2264 0.063 0.046 -0.053
N -6.0414 -3.7463 2.0649 -0.019 -0.040 0.065
C -4.8115 -3.4782 1.5821 -0.032 0.068 -0.167
C -3.8250 -3.9262 2.4519 0.126 -0.034 0.071
N -4.4966 -4.4830 3.4957 -0.043 -0.016 0.003
C -2.4205 -3.7591 2.1954 -0.066 0.012 0.040
C -1.3548 -4.1363 3.0272 -0.073 -0.046 0.029
C -0.0636 -3.8732 2.6382 0.075 0.035 -0.041
C 0.1672 -3.2410 1.4171 -0.019 -0.050 -0.006
N -0.8307 -2.8819 0.6127 0.204 0.100 -0.021
C -2.1060 -3.1231 0.9916 0.044 -0.023 0.127
C -3.1184 -2.6488 0.0855 -0.113 0.042 0.026
N -2.6627 -2.0115 -1.0175 0.042 0.192 -0.389
C -3.5486 -1.5101 -1.8782 -0.015 -0.059 -0.005
C -4.9244 -1.6315 -1.6834 0.041 0.047 -0.058
C -5.3932 -2.2805 -0.5660 -0.039 -0.052 0.049
C -4.4730 -2.8060 0.3523 -0.041 -0.013 0.088
H -11.8762 -6.3383 7.0433 0.026 -0.010 0.016
H -11.6163 -6.4434 5.2818 0.039 -0.029 0.010
H -11.6147 -4.8458 6.1029 0.040 0.008 0.028
H -10.3110 -4.8222 4.0883 -0.005 -0.006 0.010
H -8.4092 -4.1057 2.7089 0.005 -0.001 0.002
H -5.6483 -5.6293 5.6756 0.002 0.003 -0.009
H -7.5436 -6.3466 7.0563 -0.008 -0.001 0.000
H -4.0938 -4.9098 4.3140 0.017 0.001 -0.005
H -1.5391 -4.6277 3.9741 0.010 0.004 0.004
H 0.7757 -4.1429 3.2626 0.002 -0.006 -0.003
H 1.1723 -3.0192 1.0830 -0.002 -0.006 -0.015
H -3.1533 -0.9961 -2.7453 0.012 -0.011 -0.004
H -5.6001 -1.2051 -2.4108 0.001 -0.005 -0.003
H -6.4539 -2.3883 -0.3804 -0.001 0.012 -0.008
F -1.4916 0.0294 0.8679 -0.011 0.207 0.047
B -0.8683 -0.0993 -0.2670 0.359 -0.386 -0.310
F -0.3442 0.8678 -0.9690 -0.160 0.071 0.155
C 3.8324 -0.8149 -5.3532 0.011 -0.020 -0.008
C 4.5817 -1.5700 -4.2604 -0.048 0.031 0.031
C 4.8285 -0.6983 -3.0335 0.008 -0.030 -0.003
C 3.8975 -2.8907 -3.8908 0.171 0.048 -0.036
N 2.5482 -2.6795 -3.3214 -0.029 -0.033 -0.005
C 1.3909 -2.4641 -3.9690 -0.076 0.025 0.029
N 0.4579 -2.2638 -3.0682 0.038 0.152 0.314
N 1.0981 -2.3630 -1.8805 0.502 0.041 -0.423
N 2.3442 -2.6146 -2.0157 0.039 0.039 -0.050
H 4.4277 0.0295 -5.6965 -0.005 0.002 0.002
H 2.8899 -0.3969 -4.9850 -0.002 -0.003 -0.003
H 3.6294 -1.4435 -6.2231 -0.005 0.006 0.002
H 5.5470 -1.8891 -4.6627 0.006 0.001 -0.002
H 3.8896 -0.3549 -2.5891 0.001 0.007 -0.005
H 5.3911 0.1911 -3.3127 0.003 -0.005 -0.006
H 5.3981 -1.2276 -2.2687 -0.007 0.008 0.005
H 4.4624 -3.4291 -3.1332 -0.059 -0.029 0.029
H 3.7676 -3.5308 -4.7621 -0.040 -0.013 0.010
H 1.2694 -2.4645 -5.0397 0.024 -0.011 0.004
```
Forces are in eV/Å.

These are the Löwdin partial charges, in e, on atoms 1 to 5: number 1, Mn, carries 0.80; number 2, C, carries 0.04; number 3, O, carries 0.04; number 4, C, carries -0.21; number 5, C, carries 0.06

---

Computed, not measured: C4H12BeCl2CsFLiO11PSV as an isolated structure, with wB97M-V/def2-TZVPD.

The value obtained for the LUMO energy is -7.5658 eV. Its total charge is +1. The spin multiplicity is 1. The calculation puts the gap between HOMO and LUMO at 2.645 eV. The value obtained for the HOMO energy is -10.21 eV.

```
36
Properties=species:S:1:pos:R:3:forces:R:3
C -2.4376 -0.4853 -1.2280 0.424 -0.139 -1.232
C -1.6634 -0.0711 -2.3366 0.324 -0.820 0.360
C -0.2298 -0.5893 -2.6979 -1.474 0.221 0.109
O -0.0565 -1.6430 -3.6954 2.589 0.873 0.663
S 1.6391 -1.6868 -3.7857 2.770 -3.471 -5.009
O 2.2324 -0.7753 -4.8113 -2.340 -0.694 3.752
O 2.0086 -3.0887 -4.1400 -1.472 3.515 2.497
O 1.9964 -1.2013 -2.1975 -1.284 -0.090 -1.774
C 0.6853 -1.1133 -1.5216 1.075 -1.021 -0.291
P 0.5490 -0.1406 0.0825 -2.195 2.050 1.550
O 1.1232 -1.0352 1.4563 -0.418 -1.633 -0.482
O 1.2254 1.4202 -0.0693 0.779 -4.414 -2.844
H -2.8184 -1.5463 -1.1172 1.883 0.600 0.503
H -2.6384 0.3165 -0.4099 -1.063 0.656 -1.326
H -2.1512 0.6876 -3.0333 0.970 0.034 1.369
H 0.4024 0.2624 -3.1657 -0.775 -0.640 0.922
H 0.5375 -2.2111 -1.2517 -0.843 1.404 -0.109
H 0.6558 -1.9015 1.5307 0.982 -0.055 -0.714
H 2.0431 1.4286 -0.6277 -0.323 0.090 0.178
F -2.2860 1.7233 0.1358 0.207 -0.870 0.547
Be -0.7575 -0.3460 2.3483 3.187 2.422 -0.946
O 0.0189 -1.6806 4.9451 -1.418 -1.101 -1.047
H -0.6117 -1.8675 5.6512 -0.116 -0.063 -0.137
H 0.7025 -1.1231 5.3750 0.738 1.246 0.051
O -3.8377 -3.2714 -1.8696 0.124 -0.149 -0.129
H -3.5361 -3.2875 -2.7853 -0.064 0.023 0.020
H -4.1238 -4.1765 -1.7020 -0.050 0.072 0.069
Cl 0.2011 3.4783 -0.1117 -0.237 1.682 0.069
O 4.1750 4.3843 2.1178 -4.695 1.045 2.142
V 2.6085 4.7135 2.7655 6.145 -2.358 -3.685
O 1.0124 5.0440 3.4276 7.006 -7.734 -6.796
O 1.4627 0.2846 5.2473 0.039 0.193 -0.137
H 1.3271 0.1202 4.3055 0.301 0.237 -0.024
Cl 1.2113 1.4048 2.2736 -1.633 0.160 3.366
Li -0.6159 1.8452 -3.5173 -0.234 0.287 0.608
Cs -0.0534 6.1280 4.4127 -8.910 8.440 7.907
```
Forces are in eV/Å.

These are the Löwdin partial charges, in e, on atoms 1 to 5: number 1, C, carries 0.05; number 2, C, carries -0.17; number 3, C, carries -0.38; number 4, O, carries -0.17; number 5, S, carries 0.80

---

Which of these has the highest total charge? C25H24BF2MnN8O